{
  "formula": "C38H42N8O4PS2SiSr",
  "method": "ωB97M-V with the def2-TZVPD basis set",
  "relative_energy_kj_mol": 0.00,
  "fmax_ev_per_a": 1.4,
  "charge": -1,
  "lumo_ev": 2.4181,
  "homo_lumo_gap_ev": 6.6,
  "homo_ev": -4.20,
  "e_tot_ha": -3670.53046,
  "symbols": ["Sr", "C", "N", "C", "C", "N", "C", "P", "C", "N", "C", "C", "N", "C", "C", "N", "C", "C", "N", "C", "H", "H", "H", "H", "H", "H", "H", "H", "H", "H", "H", "H", "H", "H", "H", "C", "C", "C", "C", "N", "C", "C", "C", "C", "C", "C", "N", "H", "H", "H", "H", "H", "H", "H", "H", "C", "C", "C", "C", "Si", "O", "C", "C", "C", "C", "C", "C", "C", "C", "C", "C", "C", "C", "H", "H", "H", "H", "H", "H", "H", "H", "H", "H", "H", "H", "H", "H", "H", "H", "H", "H", "H", "O", "S", "O", "O", "S"],
  "coordinates": [[0.794, 0.680, 0.408], [-0.020, 3.657, -4.170], [-0.046, 2.458, -3.372], [0.624, 1.317, -3.697], [0.337, 0.407, -2.731], [-0.499, 0.983, -1.813], [-0.695, 2.225, -2.205], [-1.942, 3.325, -1.449], [-2.701, 2.169, -0.261], [-2.094, 1.492, 0.694], [-3.083, 0.859, 1.380], [-4.300, 1.162, 0.846], [-4.045, 2.000, -0.205], [-5.046, 2.552, -1.084], [-1.262, 4.424, -0.130], [-1.717, 4.388, 1.106], [-1.135, 5.447, 1.735], [-0.338, 6.128, 0.868], [-0.457, 5.494, -0.333], [0.250, 5.848, -1.532], [-0.087, 3.380, -5.223], [0.903, 4.202, -3.971], [-0.885, 4.271, -3.921], [1.264, 1.269, -4.556], [0.682, -0.605, -2.619], [-2.875, 0.230, 2.227], [-5.298, 0.860, 1.100], [-6.010, 2.460, -0.585], [-5.072, 2.013, -2.033], [-4.839, 3.604, -1.275], [-1.306, 5.660, 2.775], [0.309, 6.977, 0.988], [0.632, 6.861, -1.401], [-0.453, 5.863, -2.365], [1.075, 5.151, -1.708], [0.193, 3.274, 4.478], [1.462, 3.350, 5.024], [2.449, 2.509, 4.540], [2.133, 1.608, 3.524], [0.898, 1.521, 3.020], [-0.032, 2.349, 3.468], [3.167, 0.650, 2.987], [4.389, 0.447, 3.627], [5.298, -0.420, 3.050], [4.963, -1.072, 1.875], [3.699, -0.864, 1.345], [2.815, -0.058, 1.918], [-0.611, 3.921, 4.795], [1.693, 4.069, 5.801], [3.460, 2.581, 4.903], [-0.997, 2.294, 2.975], [4.644, 0.973, 4.531], [6.264, -0.582, 3.510], [5.654, -1.738, 1.378], [3.376, -1.372, 0.447], [0.391, -5.891, 0.376], [0.679, -4.474, 0.863], [0.012, -4.283, 2.229], [2.182, -4.304, 1.078], [-0.038, -3.130, -0.291], [0.349, -1.662, 0.163], [0.426, -3.463, -2.108], [1.635, -4.001, -2.542], [1.942, -4.129, -3.887], [1.037, -3.716, -4.849], [-0.173, -3.172, -4.452], [-0.464, -3.055, -3.102], [-1.922, -3.388, -0.250], [-2.568, -4.435, -0.910], [-3.940, -4.612, -0.837], [-4.714, -3.729, -0.098], [-4.098, -2.671, 0.550], [-2.723, -2.512, 0.468], [0.798, -6.622, 1.083], [0.842, -6.094, -0.594], [-0.675, -6.088, 0.295], [0.446, -4.984, 2.951], [-1.061, -4.465, 2.196], [0.168, -3.274, 2.611], [2.531, -5.043, 1.808], [2.418, -3.315, 1.472], [2.771, -4.450, 0.173], [2.372, -4.324, -1.821], [2.894, -4.549, -4.188], [1.278, -3.813, -5.901], [-0.891, -2.832, -5.187], [-1.413, -2.615, -2.819], [-1.989, -5.125, -1.513], [-4.407, -5.437, -1.364], [-5.787, -3.859, -0.040], [-4.687, -1.959, 1.115], [-2.265, -1.666, 0.964], [2.692, 1.419, -0.842], [2.577, 2.894, -0.530], [2.661, 3.662, -1.780], [1.181, 3.037, 0.041], [3.948, 3.480, 0.785]]
}